(1)
{
  "formula": "C23H50MnNO6P2Si",
  "method": "ωB97M-V/def2-TZVPD",
  "species": ["Mn", "P", "C", "C", "N", "C", "C", "C", "C", "C", "P", "H", "H", "H", "H", "H", "H", "H", "H", "O", "H", "H", "O", "H", "C", "H", "H", "H", "C", "H", "H", "H", "C", "H", "H", "H", "C", "H", "H", "H", "C", "C", "C", "C", "O", "Si", "O", "O", "C", "C", "C", "C", "O", "C", "C", "C", "C", "H", "H", "H", "H", "H", "H", "H", "H", "H", "H", "H", "H", "H", "H", "H", "H", "H", "H", "H", "H", "H", "H", "H", "H", "H", "H", "H"],
  "coordinates": [[-0.538, 0.074, -1.335], [2.002, -0.793, -1.440], [2.101, -0.812, -3.201], [0.934, -1.436, -3.827], [-0.301, -1.130, -3.290], [-1.443, -1.476, -3.926], [-1.424, -2.343, -5.019], [-0.171, -2.776, -5.517], [0.988, -2.279, -4.950], [-2.746, -0.890, -3.435], [-2.523, 0.761, -2.639], [1.959, -2.489, -5.367], [-2.380, -2.682, -5.455], [-0.149, -3.493, -6.324], [-3.512, -0.784, -4.237], [-3.195, -1.527, -2.644], [1.722, 0.771, -3.396], [3.083, -0.933, -3.683], [0.720, 2.289, -2.749], [1.543, 1.695, -3.744], [1.065, 1.751, -4.590], [0.006, 1.900, -1.132], [0.245, 2.757, -1.894], [0.732, 3.536, -1.601], [-2.591, 1.961, -4.004], [-3.621, 2.089, -4.367], [-2.250, 2.941, -3.642], [-1.949, 1.636, -4.834], [-4.038, 1.113, -1.687], [-3.868, 2.002, -1.063], [-4.901, 1.299, -2.340], [-4.282, 0.280, -1.016], [1.781, -2.548, -1.004], [2.747, -3.035, -1.203], [1.469, -2.694, 0.040], [1.030, -2.988, -1.674], [3.595, -0.356, -0.676], [3.557, -0.378, 0.424], [4.330, -1.104, -1.026], [3.920, 0.642, -1.007], [0.766, 3.853, 1.744], [1.579, 2.762, 2.438], [2.691, 2.279, 1.513], [2.142, 3.267, 3.763], [0.675, 1.667, 2.800], [0.036, 0.475, 1.870], [-0.275, 0.954, 0.363], [1.104, -0.793, 1.877], [1.513, -1.595, 3.051], [0.820, -2.948, 2.973], [3.026, -1.766, 2.982], [1.131, -0.911, 4.353], [-1.294, -0.002, 2.701], [-2.610, -0.532, 2.355], [-2.522, -1.544, 1.221], [-3.139, -1.181, 3.634], [-3.504, 0.630, 1.933], [1.409, 4.717, 1.507], [-0.043, 4.195, 2.400], [0.309, 3.472, 0.821], [3.403, 3.099, 1.317], [3.255, 1.452, 1.964], [2.291, 1.943, 0.545], [1.324, 3.578, 4.425], [2.728, 2.485, 4.262], [2.800, 4.131, 3.601], [1.104, -3.478, 2.056], [1.128, -3.561, 3.835], [-0.272, -2.833, 2.998], [3.535, -0.793, 3.038], [3.359, -2.382, 3.832], [3.319, -2.269, 2.052], [1.588, 0.077, 4.447], [0.047, -0.801, 4.459], [1.487, -1.518, 5.200], [-1.802, -2.340, 1.439], [-3.504, -2.014, 1.062], [-2.221, -1.055, 0.276], [-3.198, -0.441, 4.443], [-4.148, -1.588, 3.475], [-2.490, -2.006, 3.960], [-3.581, 1.364, 2.742], [-3.095, 1.135, 1.047], [-4.517, 0.265, 1.702]],
  "forces_ev_per_angstrom": [[0.98, -2.10, -0.21], [-1.43, 0.17, 0.50], [0.08, -0.61, -0.70], [0.28, 0.95, 0.96], [-0.27, 0.49, 0.13], [0.57, -0.82, -0.94], [-0.30, 0.14, 0.16], [-0.37, 0.52, 0.77], [-0.32, -0.07, -0.54], [-0.93, 0.15, 0.37], [-0.34, -0.02, -0.07], [0.08, -0.24, -0.02], [0.73, 0.26, 0.18], [0.14, 0.07, -0.14], [0.61, -0.34, 0.38], [0.16, 0.15, -0.36], [0.49, -1.98, -0.65], [-0.49, -0.43, 0.14], [0.92, 0.04, -0.52], [-1.51, 3.15, 0.21], [0.46, -0.59, 0.33], [1.32, 3.77, -0.26], [-1.39, -2.73, 1.07], [0.22, -0.16, 0.69], [0.06, 0.35, -0.11], [0.27, -0.20, 0.05], [-0.02, -0.26, -0.14], [-0.13, 0.09, 0.21], [-0.28, 0.00, 0.04], [-0.04, -0.25, -0.23], [0.21, -0.07, 0.11], [0.14, 0.17, -0.14], [0.27, -0.39, 0.25], [-0.28, -0.16, 0.17], [0.21, 0.08, -0.29], [0.18, 0.12, 0.20], [0.49, -0.03, -0.42], [-0.26, -0.05, -0.48], [-0.14, 0.36, 0.18], [-0.08, -0.31, 0.12], [-0.04, 0.26, 0.11], [-0.55, -0.50, 0.14], [0.32, 0.01, -0.04], [0.09, 0.14, 0.04], [0.29, 0.70, -0.62], [0.53, -0.26, 1.29], [-0.33, 0.47, -1.23], [-0.01, -0.19, 0.04], [-0.24, 0.40, -0.28], [0.00, -0.18, -0.03], [0.06, -0.05, -0.04], [0.08, 0.03, 0.64], [-0.85, -0.20, -0.53], [0.66, 0.57, 0.27], [0.02, -0.36, -0.11], [-0.13, -0.14, 0.02], [-0.15, 0.13, 0.07], [-0.20, -0.26, 0.05], [0.16, -0.06, -0.14], [0.10, 0.03, 0.19], [-0.25, -0.23, 0.08], [-0.19, 0.15, -0.08], [0.02, -0.01, 0.23], [0.18, -0.13, -0.14], [-0.18, 0.13, -0.12], [-0.13, -0.17, 0.00], [-0.08, 0.05, 0.15], [-0.15, 0.15, -0.29], [0.28, 0.00, 0.03], [-0.14, -0.21, 0.00], [-0.05, 0.20, -0.30], [-0.04, 0.09, 0.16], [-0.06, -0.13, -0.09], [0.21, -0.01, -0.07], [-0.08, 0.10, -0.28], [-0.07, 0.14, -0.01], [0.26, 0.16, -0.03], [-0.10, -0.06, 0.19], [0.10, -0.16, -0.24], [0.24, 0.11, 0.00], [-0.10, 0.24, -0.11], [0.03, -0.13, -0.14], [-0.03, -0.14, 0.21], [0.24, 0.11, 0.03]],
  "total_energy_ha": -3535.7535,
  "spin_multiplicity": 6,
  "de_lowest_kj_mol": 286.1,
  "orbital_gap_ev": [6.8, 6.3],
  "molar_mass_g_mol": 581.626,
  "s_squared": 8.759,
  "charge": 1
}

=====

(2)
{
  "formula": "C23H51AgCl9O14P3",
  "method": "ωB97M-V/def2-TZVPD",
  "species": ["Ag", "C", "C", "O", "O", "H", "H", "H", "C", "C", "O", "P", "O", "O", "C", "C", "O", "C", "C", "H", "H", "H", "H", "H", "H", "H", "H", "H", "H", "H", "H", "H", "H", "H", "C", "C", "O", "P", "O", "O", "C", "C", "O", "C", "C", "H", "H", "H", "H", "H", "H", "H", "H", "H", "H", "H", "H", "H", "H", "H", "C", "C", "O", "P", "O", "O", "C", "C", "O", "C", "C", "H", "H", "H", "H", "H", "H", "H", "H", "H", "H", "H", "H", "H", "H", "H", "C", "Cl", "Cl", "Cl", "H", "C", "Cl", "Cl", "Cl", "H", "C", "Cl", "Cl", "Cl", "H"],
  "coordinates": [[-0.932, 2.356, 1.172], [0.959, -1.301, -0.043], [0.117, -0.141, 0.411], [0.071, 0.189, 1.619], [-0.395, 0.602, -0.396], [0.366, -2.072, -0.534], [1.488, -1.769, 0.787], [1.658, -0.985, -0.818], [-1.773, -6.859, -2.334], [-0.630, -5.941, -1.867], [0.458, -6.287, -2.622], [1.805, -5.363, -2.535], [2.895, -5.628, -3.491], [2.331, -5.503, -0.994], [2.943, -4.490, -0.289], [4.431, -4.850, -0.336], [1.197, -3.845, -2.622], [1.381, -3.028, -3.758], [1.346, -1.537, -3.422], [-1.506, -7.913, -2.256], [-2.625, -6.706, -1.671], [-2.054, -6.687, -3.373], [-0.985, -4.917, -1.991], [-0.397, -6.153, -0.824], [2.617, -3.514, -0.649], [2.711, -4.502, 0.776], [4.584, -5.734, 0.283], [4.764, -5.117, -1.339], [5.061, -4.068, 0.088], [2.294, -3.293, -4.292], [0.638, -3.326, -4.497], [1.158, -0.938, -4.313], [0.489, -1.255, -2.812], [2.268, -1.169, -2.972], [-5.191, 3.468, -4.702], [-3.659, 3.414, -4.304], [-3.474, 3.310, -2.935], [-1.966, 3.495, -2.314], [-1.853, 3.190, -0.836], [-1.082, 2.539, -3.210], [0.314, 2.519, -3.126], [0.908, 2.123, -4.513], [-1.587, 4.945, -2.829], [-2.066, 6.163, -2.208], [-0.876, 6.990, -1.836], [-5.609, 4.332, -4.185], [-5.415, 3.667, -5.750], [-5.754, 2.586, -4.398], [-3.247, 2.496, -4.725], [-3.120, 4.254, -4.742], [0.726, 3.480, -2.820], [0.533, 1.745, -2.390], [0.787, 2.741, -5.403], [1.968, 1.882, -4.440], [0.433, 1.212, -4.876], [-2.635, 6.654, -2.998], [-2.701, 5.908, -1.359], [-1.137, 7.945, -1.381], [-0.146, 6.456, -1.228], [-0.204, 7.162, -2.676], [1.468, 2.975, 7.233], [0.342, 3.400, 6.337], [-0.530, 2.299, 6.039], [-0.405, 1.529, 4.595], [-0.687, 2.347, 3.369], [0.993, 0.799, 4.629], [2.051, 1.263, 3.834], [2.895, 0.070, 3.303], [-1.465, 0.260, 4.742], [-1.657, -0.411, 5.987], [-3.029, -0.261, 6.523], [1.186, 2.713, 8.253], [1.887, 2.030, 6.887], [2.246, 3.737, 7.280], [-0.277, 4.160, 6.815], [0.702, 4.025, 5.520], [1.733, 1.787, 2.933], [2.667, 2.042, 4.284], [3.534, 0.325, 2.457], [3.445, -0.289, 4.173], [2.341, -0.765, 2.875], [-1.438, -1.457, 5.773], [-0.809, -0.135, 6.615], [-3.198, -0.974, 7.331], [-3.232, 0.796, 6.691], [-3.633, -0.554, 5.665], [3.928, 0.930, -0.536], [5.279, 2.060, -0.079], [4.535, -0.711, -0.326], [3.564, 1.040, -2.244], [3.102, 1.245, 0.101], [-1.257, -2.923, 3.016], [-1.536, -3.945, 1.602], [0.428, -2.633, 3.430], [-1.952, -3.695, 4.432], [-1.764, -1.964, 2.917], [-2.762, -0.775, -2.832], [-2.246, -0.942, -4.503], [-2.902, -2.364, -2.114], [-4.223, 0.188, -2.551], [-2.002, -0.154, -2.358]],
  "forces_ev_per_angstrom": [[-0.20, -0.51, -0.25], [-0.10, -0.56, 0.29], [2.19, -2.26, -1.18], [-0.44, 0.71, 1.71], [-1.45, 1.75, -1.31], [-0.41, 0.06, 0.15], [0.01, 0.14, 0.04], [0.03, 0.36, 0.25], [0.15, -0.09, 0.47], [-3.54, -0.71, 1.21], [5.79, 1.11, -1.43], [-4.97, 1.82, 0.35], [0.71, -0.61, 0.20], [-1.27, -0.99, -1.36], [1.05, 1.34, -0.04], [0.90, -0.28, 0.38], [1.28, -2.82, 1.83], [0.20, 1.00, -2.11], [-0.40, -0.17, -0.18], [0.20, 0.05, 0.10], [-0.13, 0.09, -0.18], [0.00, 0.28, 0.11], [0.54, 0.23, -0.06], [-0.18, 0.19, 0.18], [0.35, -0.01, -0.29], [-0.57, -0.64, 0.23], [0.01, -0.03, -0.02], [-0.18, 0.30, -0.15], [-0.23, 0.20, -0.05], [0.44, 0.13, 0.39], [-0.54, 0.36, 0.21], [0.34, -0.30, -0.33], [0.01, -0.34, 0.30], [-0.07, -0.23, 0.04], [0.85, 0.73, 1.13], [-1.42, -0.93, -2.97], [1.86, 0.09, 3.37], [-1.79, -0.03, -0.17], [-0.26, 0.73, -1.62], [-1.79, 0.65, -0.09], [1.65, -0.39, -1.33], [-0.28, -0.86, 0.14], [0.58, -1.18, 0.57], [0.05, 0.09, -0.28], [1.26, 0.06, -0.01], [-0.20, -0.04, 0.19], [0.66, -0.23, -0.12], [0.27, -0.05, 0.08], [0.13, 0.02, -0.37], [-0.06, 0.17, 0.15], [-0.11, 0.07, 0.17], [0.50, 0.09, 0.00], [-0.15, 0.91, 0.65], [0.04, 0.20, 0.21], [-0.17, -0.34, 0.40], [-0.24, 0.03, 0.26], [-0.05, 0.14, -0.02], [-0.03, -0.14, 0.00], [-0.53, -0.19, 0.82], [-0.59, 0.40, -0.59], [0.44, -0.74, 0.36], [-0.10, 1.46, 1.01], [-0.09, -1.03, -2.85], [-2.61, -1.11, 1.75], [0.37, -0.42, 1.16], [-0.37, 0.40, 0.05], [1.57, -0.20, -2.75], [-0.20, 0.27, 0.91], [1.45, 3.16, -1.33], [2.09, -1.23, 0.62], [-0.11, 0.30, -1.10], [-0.43, 0.40, 0.02], [0.34, 0.13, -0.40], [-0.02, -0.06, -0.04], [-0.29, -0.34, 0.43], [0.09, -0.90, -0.92], [-0.87, -0.01, 0.03], [0.11, -0.46, 0.84], [0.45, 0.57, 0.46], [0.44, -0.33, -0.41], [-0.65, 0.19, 0.46], [-0.23, -0.09, -0.07], [-0.39, 0.29, 0.59], [-0.11, 0.49, 0.18], [-0.23, -0.20, 0.66], [-0.56, -0.10, 0.20], [1.69, 0.75, -0.10], [-0.81, -0.41, -0.26], [-0.30, -0.36, 0.78], [-0.42, 0.69, -0.10], [-0.07, -0.62, -0.21], [-0.50, -0.04, 0.88], [0.35, 0.34, -0.12], [0.41, 0.10, -0.61], [-0.53, -0.33, 0.14], [0.22, -0.15, -0.35], [0.24, 1.01, 0.30], [-0.28, 0.18, -0.36], [0.10, -0.22, 0.39], [-0.02, -0.36, -0.46], [0.13, -0.60, 0.18]],
  "total_energy_ha": -7272.6329,
  "spin_multiplicity": 3,
  "orbital_gap_ev": [10.1, 3.3],
  "molar_mass_g_mol": 1071.514,
  "s_squared": 2.019,
  "charge": 2
}

=====

(3)
{
  "formula": "C23H51N3O3P4Pb",
  "method": "ωB97M-V/def2-TZVPD",
  "species": ["P", "C", "H", "H", "H", "C", "H", "H", "H", "C", "H", "H", "H", "P", "C", "H", "H", "H", "C", "H", "H", "H", "C", "H", "H", "H", "P", "C", "H", "H", "H", "C", "H", "H", "H", "C", "H", "H", "H", "Pb", "C", "O", "C", "O", "C", "C", "C", "C", "C", "C", "H", "H", "H", "H", "H", "H", "C", "N", "C", "P", "O", "N", "C", "C", "N", "C", "C", "H", "H", "H", "H", "H", "H", "H", "H", "H", "H", "H", "H", "H", "H", "H", "H", "H", "H"],
  "coordinates": [[-1.137, -3.235, 0.297], [-2.659, -2.561, 0.996], [-3.248, -3.371, 1.400], [-3.174, -2.038, 0.201], [-2.396, -1.834, 1.757], [-1.623, -4.135, -1.217], [-0.747, -4.621, -1.677], [-2.005, -3.395, -1.937], [-2.400, -4.870, -0.960], [-0.519, -4.560, 1.413], [-1.257, -5.386, 1.413], [-0.375, -4.144, 2.431], [0.466, -4.910, 1.033], [3.389, -0.070, 1.955], [3.149, 0.938, 3.453], [4.110, 1.005, 3.957], [2.395, 0.450, 4.072], [2.775, 1.917, 3.148], [4.166, -1.627, 2.491], [4.572, -2.176, 1.627], [3.407, -2.267, 2.956], [4.959, -1.390, 3.213], [4.781, 0.713, 1.042], [5.668, 0.746, 1.702], [4.500, 1.733, 0.720], [5.007, 0.121, 0.130], [0.778, 1.351, -2.906], [-0.134, 2.910, -2.766], [-0.311, 3.269, -3.773], [0.475, 3.605, -2.194], [-1.057, 2.722, -2.223], [2.299, 1.657, -3.865], [2.050, 2.314, -4.712], [2.731, 0.702, -4.212], [3.038, 2.136, -3.204], [-0.227, 0.341, -4.073], [-0.295, 0.880, -5.040], [-1.237, 0.185, -3.643], [0.234, -0.660, -4.220], [1.823, -1.784, -1.206], [0.883, -1.395, 1.829], [0.245, -1.261, 2.798], [1.839, 1.348, -0.347], [1.666, 2.351, 0.246], [3.855, -1.921, -2.641], [2.730, -2.362, -3.391], [1.938, -3.446, -2.917], [2.302, -4.111, -1.702], [3.425, -3.665, -0.962], [4.201, -2.570, -1.432], [4.497, -1.126, -3.041], [2.505, -1.914, -4.368], [1.086, -3.806, -3.510], [1.739, -4.997, -1.380], [3.732, -4.212, -0.060], [5.117, -2.282, -0.897], [-3.978, 3.163, -0.905], [-2.682, 2.998, -0.246], [-1.837, 4.182, -0.244], [-2.361, 1.701, 0.784], [-1.377, 0.703, 0.267], [-1.781, 2.412, 2.178], [-0.599, 1.996, 2.903], [-2.549, 3.464, 2.864], [-3.875, 1.098, 1.177], [-4.562, 0.292, 0.146], [-4.185, 0.686, 2.543], [-3.977, 4.138, -1.415], [-4.810, 3.145, -0.172], [-4.160, 2.379, -1.664], [-1.800, 4.588, -1.261], [-0.814, 3.925, 0.056], [-2.224, 4.957, 0.429], [0.060, 1.415, 2.261], [-0.053, 2.883, 3.257], [-0.881, 1.390, 3.777], [-1.881, 4.329, 3.056], [-3.410, 3.816, 2.259], [-2.929, 3.097, 3.843], [-3.923, 0.124, -0.757], [-4.841, -0.703, 0.562], [-5.503, 0.791, -0.183], [-3.280, 0.656, 3.142], [-4.636, -0.305, 2.540], [-4.884, 1.387, 2.997]],
  "forces_ev_per_angstrom": [[1.66, 0.14, -0.58], [0.49, -0.08, -0.13], [-0.42, -0.10, 0.18], [-0.19, -0.04, -0.14], [-0.05, 0.02, 0.26], [-0.20, 0.18, 0.08], [-0.41, -0.03, 0.28], [-0.08, -0.35, 0.17], [0.23, 0.06, -0.41], [-0.18, 0.18, -0.04], [0.53, 0.23, 0.26], [-0.15, -0.42, -0.49], [-0.68, 0.06, 0.27], [2.35, 0.47, 0.58], [-1.01, -0.30, -0.74], [0.13, 0.03, 0.09], [0.15, 0.08, 0.21], [0.17, 0.05, 0.15], [-0.85, -0.51, -0.24], [0.04, 0.30, 0.33], [0.31, 0.06, 0.15], [-0.12, -0.06, -0.18], [-0.55, 0.24, -0.69], [-0.40, -0.05, -0.21], [0.27, -0.44, 0.24], [-0.01, 0.33, 0.57], [0.00, -1.53, 0.19], [0.48, -0.39, -0.06], [-0.23, 0.41, -0.11], [0.01, 0.26, -0.07], [-0.02, -0.09, -0.22], [-0.08, 0.37, 0.17], [0.45, -0.25, 0.08], [-0.29, 0.42, -0.02], [-0.16, 0.04, -0.39], [-0.22, 0.12, -0.03], [-0.13, -0.50, 0.37], [0.52, 0.12, -0.35], [-0.24, 0.65, -0.04], [-4.33, 4.44, 3.59], [-2.81, 0.42, 3.91], [2.57, -0.53, -3.88], [-0.32, 3.65, 2.99], [0.44, -3.81, -2.69], [0.86, -0.64, -0.80], [0.69, -0.84, -0.77], [0.80, -1.05, -0.73], [0.49, -0.90, -0.85], [0.68, -0.76, -0.43], [0.66, -0.67, -0.49], [-0.35, -0.28, 0.23], [0.03, -0.09, 0.51], [0.38, 0.18, 0.31], [0.21, 0.50, -0.07], [-0.19, 0.29, -0.36], [-0.50, -0.06, -0.22], [-0.52, 0.42, -0.51], [-0.78, 0.59, -0.19], [0.75, -0.07, -0.23], [1.02, -1.80, 2.75], [-0.69, 0.99, -0.34], [-1.18, 0.39, -1.00], [0.36, -0.11, 0.16], [-0.19, 0.33, 0.26], [1.10, -0.49, -1.20], [-0.74, 0.04, -0.83], [-0.01, 0.36, 0.46], [-0.07, -0.41, 0.19], [0.48, -0.02, -0.36], [0.19, 0.24, 0.42], [-0.20, 0.03, 0.22], [-0.29, 0.01, 0.13], [-0.12, -0.15, -0.04], [-0.09, -0.03, -0.03], [-0.18, -0.20, -0.09], [0.11, 0.14, -0.14], [-0.40, -0.40, -0.08], [0.48, -0.31, 0.37], [0.19, 0.23, -0.57], [-0.40, 0.20, 0.72], [0.24, 0.81, -0.28], [0.57, -0.40, 0.24], [0.04, 0.01, 0.16], [0.00, 0.08, -0.03], [-0.07, -0.04, 0.10]],
  "total_energy_ha": -2853.6513,
  "de_lowest_kj_mol": 0.0,
  "orbital_gap_ev": [4.2, 4.7],
  "molar_mass_g_mol": 748.775,
  "charge": 4
}